Record 1
59
Properties=species:S:1:pos:R:3:nbo_charge:R:1 method="wB97M-V/def2-TZVPD" multiplicity=1 lumo_ev=0.20 total_energy_ha=-1342.67240
O -5.0680 0.1554 -0.1171 -0.95
O 1.9518 -0.7550 -3.8180 -0.92
O -2.3457 -1.3358 3.1348 -0.95
O 0.0146 -0.1612 3.6178 -0.99
O 4.9096 0.7840 -2.4073 -0.96
O -1.7660 -4.3812 0.2150 -0.94
O 2.6263 -0.8598 2.2591 -1.00
O 1.2695 1.9889 4.1203 -0.99
O -3.1791 -1.6815 0.6286 -1.00
O 2.5078 3.2007 -0.0506 -0.92
O 3.4367 0.7475 -0.1986 -0.98
O 3.4997 1.5980 2.8647 -0.99
O -3.5013 0.8354 -2.4866 -0.95
O -3.0680 -1.8126 -2.1883 -0.95
C -0.1014 2.8571 -0.8962 -0.63
C 0.8595 -1.9787 -1.6511 -0.29
C 0.1172 0.4559 -1.5223 -0.26
C -0.6644 1.4230 -0.6350 0.01
C -1.5531 1.1711 0.3060 -0.42
C -0.1291 -2.7240 -2.1917 -0.33
C 0.5371 -0.7039 -0.9709 -0.18
H 3.0347 -0.0008 2.6753 0.48
H -3.4363 1.7177 -2.9924 0.48
H -0.8003 -0.5888 3.3878 0.49
H 0.4293 1.4044 4.0260 0.53
H 4.4132 0.8475 -1.5854 0.48
H 0.8270 -0.6095 0.0422 0.19
H 2.0260 -0.5197 1.5540 0.47
H 2.8547 3.2772 0.8032 0.48
H 0.7663 2.8542 -1.4704 0.21
H 3.8411 0.6189 0.6760 0.50
H -0.0845 -3.7349 -2.5161 0.19
H -2.6426 -1.4968 2.2999 0.50
H -0.9346 -4.8432 0.1187 0.48
H 2.7025 -0.3958 -4.1890 0.45
H 4.1158 1.2333 3.4768 0.48
H -0.7454 3.3373 -1.5377 0.20
H -1.1608 -2.2779 -2.4758 0.22
H -4.2214 0.1663 0.3921 0.49
H 2.6861 1.8920 3.3428 0.52
H 0.9220 2.8799 3.9936 0.47
H -2.9881 -1.5836 -0.3185 0.52
H -1.7550 -2.0985 3.4348 0.47
H -5.3647 1.0223 0.0695 0.46
H 3.3360 3.2314 -0.6254 0.48
H -2.7224 -0.9038 -2.1426 0.50
H 1.7783 -2.4972 -1.2058 0.21
H 4.1867 0.8997 -3.0410 0.44
H 0.6161 -1.0466 3.5922 0.50
H 0.3119 0.6057 -2.5750 0.23
H 3.1353 1.6397 -0.2396 0.47
H -1.8136 0.1696 0.6122 0.20
H -1.9199 1.8091 1.0168 0.19
H -3.5827 -2.6021 0.7297 0.49
H 0.1592 3.3619 0.0532 0.22
H 2.1485 -0.6515 -2.8657 0.48
H -3.7232 -1.7517 -2.7919 0.47
H -4.3393 0.7022 -2.2910 0.47
H -2.4094 -4.8910 0.5539 0.46

---

Record 2
17
Properties=species:S:1:pos:R:3:nbo_charge:R:1 method="wB97M-V/def2-TZVPD" smiles="CC(C)S.OC=S" multiplicity=1 lumo_ev=0.36 total_energy_ha=-1029.94229
S -0.1902 -1.0675 -0.7320 -0.05
S -2.0633 1.1444 -0.4214 -0.02
O -2.5699 -1.2208 0.5343 -0.66
C 1.1355 0.1723 -0.5177 -0.32
C 2.3918 -0.4404 0.0953 -0.61
C -2.9444 -0.1922 -0.2288 0.04
C 0.6536 1.3898 0.2662 -0.61
H -0.2281 1.8398 -0.1975 0.21
H 2.7461 -1.2932 -0.4911 0.22
H 1.4449 2.1479 0.3175 0.20
H -3.2442 -1.9142 0.5088 0.49
H -0.3486 -1.3390 0.5751 0.12
H 1.3504 0.4775 -1.5469 0.21
H 2.1931 -0.7882 1.1164 0.20
H 0.3916 1.1086 1.2948 0.20
H 3.1949 0.3055 0.1479 0.21
H -3.9132 -0.3302 -0.7209 0.17